Density functional theory data (ωB97M-V with the def2-TZVPD basis set) for 2 unconnected molecules or ions with the total composition C2H9N4O.

* net charge: +1
* M: 105.12 g mol⁻¹
* electronic energy: -375.66456 Eh
* HOMO: -12.679 eV
* multiplicity: 1
* LUMO level: -3.41 eV

Each line ends with the natural charge from an NBO analysis.
Element x y z (Å)
C  -0.4456  2.1310  -0.1986  0.585
C  0.3012  -0.1127  -0.3333  0.568
N  -0.0311  3.4128  -0.0666  -0.812
N  -1.6182  1.7016  -0.3779  -0.759
N  0.3020  -3.7491  0.3985  -0.900
N  0.5898  1.1622  -0.1082  -0.610
O  0.9843  -1.1048  -0.0752  -0.688
H  -0.7251  -0.2136  -0.7204  0.182
H  -0.7230  4.1406  -0.0123  0.416
H  0.9126  3.6779  0.1520  0.403
H  -2.3433  2.4028  -0.4412  0.368
H  0.0973  -4.2627  -0.4581  0.445
H  -0.4785  -3.8008  1.0545  0.445
H  1.1498  -4.1329  0.8266  0.446
H  1.5090  1.4471  0.2040  0.419
H  0.5189  -2.6995  0.1562  0.492